No. 1
{
  "formula": "C27H58O4P2SiZn",
  "method": "ωB97M-V/def2-TZVPD",
  "elements": ["P", "P", "C", "C", "H", "H", "H", "H", "C", "H", "H", "H", "C", "H", "H", "H", "C", "H", "H", "H", "C", "H", "H", "H", "Zn", "C", "C", "C", "C", "C", "C", "C", "C", "C", "H", "H", "H", "H", "H", "H", "H", "H", "H", "H", "H", "H", "H", "H", "H", "C", "C", "C", "C", "O", "Si", "O", "O", "C", "C", "C", "C", "O", "C", "C", "C", "C", "H", "H", "H", "H", "H", "H", "H", "H", "H", "H", "H", "H", "H", "H", "H", "H", "H", "H", "H", "H", "H", "H", "H", "H", "H", "H", "H"],
  "positions_angstrom": [[0.36179, -2.40662, -2.46886], [-1.01683, -4.08079, -0.16924], [1.20229, -3.94726, -1.80096], [0.17888, -4.97290, -1.36778], [1.83816, -3.61701, -0.96210], [1.83592, -4.35372, -2.59946], [-0.37573, -5.43195, -2.20255], [0.60795, -5.78786, -0.77246], [0.35768, -4.01920, 1.16768], [-0.01665, -3.60588, 2.11930], [1.23587, -3.40871, 0.86094], [0.68397, -5.05983, 1.35802], [-1.89563, -5.60250, 0.38500], [-1.17703, -6.25116, 0.90159], [-2.29916, -6.15484, -0.47958], [-2.71501, -5.35199, 1.06758], [1.86154, -1.46085, -2.94535], [1.54309, -0.40642, -3.04764], [2.25283, -1.74638, -3.92982], [2.68794, -1.67536, -2.21203], [0.09395, -3.07116, -4.17929], [-0.83284, -3.64873, -4.29045], [0.95463, -3.70556, -4.44275], [0.06419, -2.19942, -4.85073], [2.09518, -0.30801, -1.03951], [-3.48168, -2.79507, 0.77369], [-2.05211, -2.68974, 0.72311], [-1.56789, -1.38089, 0.03621], [-2.14045, -1.24687, -1.38910], [-1.94986, -2.47323, -2.25157], [-2.29540, -3.80411, -1.71037], [-3.78931, -3.98905, -1.45136], [-4.39638, -3.13249, -0.30472], [2.92462, 1.14214, -2.20537], [-3.91128, -2.47563, 1.71994], [-1.65439, -2.74979, 1.75557], [-0.46679, -1.28653, 0.01952], [-1.92039, -0.53841, 0.66830], [-3.20875, -0.98824, -1.32829], [-1.61712, -0.38732, -1.84143], [-2.25754, -2.31417, -3.29798], [-2.02407, -4.58888, -2.43669], [-4.02307, -5.04959, -1.26829], [-4.32903, -3.70594, -2.36844], [-4.87934, -2.23623, -0.73226], [-5.23689, -3.69823, 0.14155], [2.15705, 1.82196, -2.61867], [3.46240, 0.66591, -3.05185], [3.61893, 1.77198, -1.63308], [3.68109, 4.47227, -0.57062], [3.29297, 3.59297, 0.60738], [4.20137, 2.39269, 0.81620], [3.37013, 4.45814, 1.85017], [1.91590, 3.16920, 0.32462], [1.01237, 1.94191, 0.98773], [1.28755, 0.45123, 0.42560], [1.44130, 1.93056, 2.58544], [0.61835, 2.54239, 3.61313], [1.48474, 2.45534, 4.86508], [0.27550, 3.97282, 3.22281], [-0.65738, 1.72957, 3.77259], [-0.57022, 2.34925, 0.75579], [-1.45230, 3.09038, -0.13738], [-2.29365, 2.11696, -0.94531], [-2.37920, 3.93455, 0.72838], [-0.62649, 3.92254, -1.10422], [4.71881, 4.79655, -0.43451], [3.04670, 5.36760, -0.59121], [3.58047, 3.95935, -1.53168], [5.23294, 2.76154, 0.82108], [3.99525, 1.89858, 1.77168], [4.11104, 1.64375, 0.02447], [2.72565, 5.33724, 1.75264], [3.13507, 3.88812, 2.75395], [4.39829, 4.82800, 1.96184], [2.41356, 3.02834, 4.74053], [0.94016, 2.85464, 5.72591], [1.73990, 1.40350, 5.05380], [-0.28242, 3.98443, 2.27564], [-0.37379, 4.41849, 3.98582], [1.17558, 4.59035, 3.13498], [-1.28465, 1.77717, 2.87386], [-0.42075, 0.67916, 3.98795], [-1.21402, 2.15636, 4.61471], [-2.86844, 1.42804, -0.31200], [-3.00452, 2.68951, -1.55837], [-1.67267, 1.53500, -1.63625], [-1.84247, 4.76335, 1.19884], [-3.18195, 4.38086, 0.12940], [-2.85886, 3.31582, 1.49633], [0.00537, 4.65679, -0.59167], [0.00626, 3.27078, -1.72153], [-1.31077, 4.46647, -1.77161]],
  "forces_ev_per_a": [[-0.1, -1.6, -0.5], [-2.9, -2.0, 0.2], [0.3, 0.3, -0.5], [-0.2, 0.3, 0.7], [-0.2, -0.3, -0.4], [0.2, 0.2, 0.2], [0.4, 0.4, 0.3], [0.2, 0.2, -0.2], [0.4, 0.4, 0.2], [0.2, -0.2, -0.5], [-0.6, -0.4, 0.4], [0.0, 0.5, -0.2], [0.3, -0.3, 0.2], [-0.3, 0.1, 0.0], [0.2, 0.3, 0.3], [0.1, -0.1, -0.1], [-0.2, -0.6, -1.1], [0.6, -0.6, -0.1], [0.2, -0.1, 0.2], [-0.2, 0.1, -0.6], [-0.1, 0.2, -0.3], [0.3, 0.2, 0.1], [-0.2, 0.3, -0.1], [-0.1, -0.4, 0.0], [0.1, 2.9, 0.8], [-0.5, -0.1, 0.9], [2.6, 0.2, 0.1], [-0.5, 0.4, 0.5], [0.3, 0.2, 0.3], [-0.5, 0.8, -0.3], [1.1, -0.4, 0.1], [-0.6, 0.4, 0.4], [-0.7, -0.7, -0.7], [0.9, 0.0, -0.1], [-0.2, -0.2, 0.0], [-0.3, 0.5, -0.5], [-0.4, -0.2, 0.1], [0.2, -0.2, -0.5], [0.2, 0.1, -0.1], [-0.3, -0.4, -0.1], [0.2, 0.1, 0.2], [-0.2, 0.4, 0.1], [0.2, 0.3, 0.0], [0.1, -0.2, 0.0], [0.1, 0.0, 0.0], [0.1, 0.2, -0.2], [0.1, -0.4, 0.2], [-0.1, 0.5, 0.3], [-0.2, -0.2, -0.6], [0.2, 0.0, -0.2], [-1.1, -0.3, -0.2], [0.4, -0.2, -0.2], [0.1, 0.2, 0.4], [0.5, 0.0, 0.2], [0.5, -0.1, -0.5], [-0.3, -0.1, 0.4], [-0.9, 0.1, 0.0], [0.6, -0.4, -0.5], [-0.1, 0.1, 0.1], [-0.2, 0.4, 0.2], [-0.2, -0.1, 0.3], [-0.3, 0.0, -0.3], [0.7, -0.4, 0.3], [-0.2, -0.2, -0.3], [-0.1, 0.3, 0.1], [-0.1, 0.4, -0.2], [-0.1, 0.0, -0.2], [0.1, -0.2, 0.0], [0.0, 0.0, 0.2], [0.0, -0.2, 0.1], [0.0, 0.2, -0.1], [0.0, 0.3, 0.3], [0.0, -0.2, 0.1], [-0.1, 0.1, -0.2], [-0.1, -0.1, -0.1], [-0.2, -0.1, 0.0], [0.1, 0.0, 0.0], [0.0, 0.3, 0.0], [0.4, 0.0, 0.4], [0.1, 0.0, 0.0], [-0.3, -0.2, 0.0], [0.2, 0.0, 0.3], [0.0, 0.2, 0.0], [-0.1, -0.2, -0.1], [0.2, 0.2, -0.1], [0.1, -0.1, 0.1], [-0.1, 0.2, 0.3], [-0.1, -0.2, 0.1], [0.2, -0.1, 0.0], [0.2, 0.1, -0.1], [-0.1, -0.3, -0.1], [-0.1, 0.2, 0.2], [0.2, -0.1, 0.1]],
  "mulliken_charge": [1.58, 2.11, -1.12, -1.24, 0.31, 0.81, 0.38, 0.63, -1.37, 0.43, 0.24, 0.44, -1.54, 0.48, 0.34, 0.38, -2.09, 0.47, 0.56, 0.55, -1.84, 0.41, 0.48, 0.42, 1.10, -1.51, -0.12, 0.19, -0.54, -1.07, -1.03, -1.13, -0.75, -1.60, 0.38, 0.53, -0.56, 0.57, 0.58, -0.13, 0.91, 0.45, 0.35, 0.44, 0.34, 0.51, 0.38, 0.62, 0.24, -1.73, 1.79, -1.21, -1.77, 0.80, -2.36, -0.32, -0.14, 1.78, -1.78, -1.24, -1.63, 1.44, 2.01, -1.76, -1.87, -1.60, 0.42, 0.39, 0.30, 0.51, 0.21, -0.05, 0.37, -0.02, 0.60, 0.32, 0.38, 0.35, 0.03, 0.52, 0.16, 0.02, 0.32, 0.52, 0.36, 0.51, 0.30, 0.46, 0.45, 0.32, 0.22, 0.20, 0.48],
  "e_above_lowest_kcal_mol": 24.91,
  "total_energy_ev": -112001.27502,
  "largest_force_ev_per_a": 3.5
}

No. 2
{
  "formula": "C55H50AsBrI3N2O3PSTl",
  "method": "ωB97M-V/def2-TZVPD",
  "elements": ["Tl", "C", "C", "C", "C", "C", "C", "C", "C", "C", "S", "C", "N", "H", "H", "H", "H", "H", "H", "H", "H", "C", "O", "C", "C", "O", "C", "H", "H", "H", "H", "H", "H", "H", "H", "H", "H", "I", "C", "C", "C", "I", "C", "C", "C", "C", "N", "C", "C", "O", "H", "H", "H", "H", "Br", "C", "C", "C", "C", "C", "C", "I", "H", "H", "H", "H", "C", "C", "As", "C", "C", "C", "C", "C", "C", "C", "C", "C", "C", "C", "C", "P", "C", "C", "C", "C", "C", "C", "C", "C", "C", "C", "C", "C", "H", "H", "H", "H", "H", "H", "H", "H", "H", "H", "H", "H", "H", "H", "H", "H", "H", "H", "H", "H", "H", "H", "H", "H"],
  "positions_angstrom": [[0.51918, -0.80215, 1.20535], [1.61515, -4.05183, 2.01550], [2.59714, -3.79354, 0.85975], [3.03011, -4.87823, 0.04070], [3.93344, -4.64571, -0.92980], [4.39484, -3.31255, -1.12161], [5.28162, -3.01392, -2.16605], [5.72349, -1.75585, -2.38285], [5.20389, -0.70841, -1.59238], [4.24763, -0.94281, -0.59367], [3.66308, 0.40846, 0.30950], [3.83263, -2.31333, -0.32564], [2.95155, -2.55609, 0.69551], [1.77356, -5.00276, 2.49376], [0.60588, -3.96357, 1.67191], [1.75548, -3.23333, 2.75134], [2.71241, -5.86173, 0.36540], [4.26579, -5.42166, -1.59395], [5.54340, -3.86321, -2.77108], [6.44414, -1.53290, -3.15347], [5.54426, 0.28865, -1.71992], [-2.77478, 1.19099, 1.07768], [-2.42266, -0.18372, 1.30789], [-3.45393, -1.06051, 0.96536], [-3.04413, -2.45636, 1.33898], [-1.81095, -2.86624, 0.76812], [-1.84817, -2.77748, -0.68292], [-3.55340, 1.56151, 1.79140], [-3.12661, 1.35040, 0.07471], [-1.87402, 1.78055, 1.21358], [-3.74599, -0.97750, -0.10817], [-4.38377, -0.85518, 1.55179], [-3.92625, -3.01044, 1.00861], [-2.97513, -2.59315, 2.39855], [-2.87247, -3.14061, -1.03684], [-1.04631, -3.36633, -1.12343], [-1.75212, -1.72118, -1.05112], [-0.38946, 4.28445, 3.93469], [1.21141, 3.03008, 4.25110], [2.23337, 3.51909, 5.03999], [3.39910, 2.77710, 5.28182], [4.87041, 3.71728, 6.31093], [3.49665, 1.45145, 4.76830], [4.63519, 0.66382, 4.96127], [4.66284, -0.56757, 4.40545], [3.56764, -1.00330, 3.69619], [2.47652, -0.27532, 3.48640], [2.42307, 0.93385, 3.99978], [1.27762, 1.75052, 3.62047], [0.44406, 1.37424, 2.77107], [2.17106, 4.53849, 5.41902], [5.42189, 1.02726, 5.58862], [5.53502, -1.22190, 4.55112], [3.65174, -2.01177, 3.21922], [-1.81328, -5.33998, 4.14178], [-0.32803, -4.70287, 5.21706], [0.35932, -5.70106, 5.90439], [1.37505, -5.32092, 6.79431], [1.69100, -3.96756, 6.96568], [0.99976, -2.99285, 6.28207], [0.01869, -3.38467, 5.38772], [-1.02918, -1.85401, 4.46947], [0.06754, -6.74208, 5.73674], [1.88333, -6.08937, 7.34561], [2.54037, -3.67495, 7.61736], [1.25443, -1.95680, 6.45058], [-1.76298, 1.62501, -2.46072], [-1.55381, 2.53607, -3.63728], [-3.20773, 2.83326, -4.74651], [-4.49311, 2.98493, -3.28879], [-4.74127, 4.27421, -2.83686], [-5.50623, 4.52322, -1.73122], [-5.99919, 3.42755, -1.01512], [-5.79455, 2.12021, -1.46486], [-5.03477, 1.89710, -2.59634], [-3.60542, 1.01478, -5.30350], [-2.60543, 0.04691, -5.40285], [-2.95887, -1.17659, -5.99553], [-4.25318, -1.48661, -6.33632], [-5.23863, -0.57880, -6.12119], [-4.92612, 0.69322, -5.61345], [-0.35358, 1.50175, -1.29723], [-0.10675, 3.21713, -0.73428], [1.17240, 3.57030, -0.38253], [1.45437, 4.87064, 0.04092], [0.47772, 5.82520, 0.06984], [-0.81680, 5.45419, -0.24624], [-1.10648, 4.17652, -0.66706], [1.04546, 1.21225, -2.43688], [1.30310, -0.12669, -2.60087], [2.38822, -0.50854, -3.43245], [3.14298, 0.47459, -4.07533], [2.86857, 1.81494, -3.91672], [1.79545, 2.17105, -3.11649], [-1.98755, 0.63256, -2.82942], [-2.62690, 1.95186, -1.90365], [-0.74437, 2.23258, -4.31326], [-1.27544, 3.54500, -3.32763], [-4.34181, 5.08096, -3.46001], [-5.59289, 5.53743, -1.36559], [-6.57735, 3.59473, -0.11980], [-6.25365, 1.29835, -0.93113], [-4.95506, 0.88181, -3.01066], [-1.59618, 0.21976, -5.08575], [-2.14823, -1.89326, -6.22119], [-4.43074, -2.45546, -6.75134], [-6.26994, -0.81262, -6.32067], [-5.71233, 1.42247, -5.47195], [1.96857, 2.83618, -0.43296], [2.45713, 5.12215, 0.26732], [0.76699, 6.82326, 0.33333], [-1.64739, 6.16041, -0.27439], [-2.15584, 3.89086, -0.85592], [0.74493, -0.94802, -2.07680], [2.60616, -1.55113, -3.60070], [3.98350, 0.10553, -4.68015], [3.47492, 2.54443, -4.38347], [1.59501, 3.21341, -3.00903]],
  "forces_ev_per_a": [[0.0, 0.1, 0.0], [1.3, 1.2, -0.2], [-1.1, -1.0, 1.1], [-0.2, 0.0, 1.3], [0.0, 0.5, -0.3], [-1.0, -0.6, 0.0], [-0.1, -0.7, 0.0], [0.0, 1.2, 0.1], [-0.2, -1.1, 0.3], [0.1, 0.3, 0.4], [0.1, -0.6, -0.4], [0.1, 1.2, 0.3], [0.8, 0.4, -1.0], [0.0, -0.4, 0.1], [-0.8, -0.2, -0.3], [-0.1, -0.5, -0.2], [-0.1, -0.1, -0.5], [0.3, -0.3, -0.1], [0.5, 0.0, -0.3], [0.0, 0.0, -0.1], [0.2, 0.7, -0.2], [0.0, -0.1, 1.1], [-0.1, 1.2, -0.1], [-0.7, 0.2, 0.4], [-0.4, 0.2, -0.8], [-0.2, -0.1, -1.2], [-1.5, 0.5, 0.2], [0.5, -0.5, -0.4], [-0.3, -0.1, -0.6], [0.1, 0.0, 0.2], [0.3, 0.0, 0.5], [0.4, 0.1, -0.3], [0.2, -0.9, -0.2], [0.3, 0.1, 0.6], [1.4, 0.2, 0.2], [0.0, -0.2, 0.3], [0.0, -0.7, 0.5], [-0.2, -0.2, -0.2], [-0.1, 0.9, 0.4], [0.6, 0.0, 0.0], [-1.4, 0.4, -0.4], [0.6, 0.2, 0.4], [0.0, 0.3, 0.0], [-0.6, 0.6, 0.3], [1.2, -1.0, 0.4], [-0.4, -1.3, -1.1], [0.3, -1.4, -0.4], [1.1, 0.2, 0.3], [-1.0, -0.1, -0.8], [0.5, 0.2, 0.7], [0.0, -0.3, 0.0], [0.4, 0.2, 0.1], [-0.5, 0.3, -0.2], [-0.5, 1.0, 0.4], [0.7, 0.6, 0.3], [-0.4, -1.2, -0.2], [0.3, 0.3, 0.4], [-0.6, 0.1, -0.6], [1.0, -0.6, 0.6], [0.5, -0.4, 0.0], [-0.7, 0.9, -0.1], [-0.1, 0.4, -0.3], [0.3, 0.4, 0.3], [0.3, -0.1, 0.1], [-0.8, -0.3, -0.3], [-0.2, 0.1, -0.2], [0.4, 0.2, -0.3], [-0.3, 0.6, -0.7], [0.3, 0.1, -0.2], [0.2, -0.5, 0.3], [0.6, 0.2, -1.4], [0.1, -0.5, 1.1], [-0.1, 0.2, -0.1], [-0.2, 0.6, 0.3], [-0.2, -0.2, -0.7], [0.1, 0.0, 0.7], [-1.3, -0.7, -1.0], [1.9, 0.0, 0.3], [0.8, -0.6, -0.1], [-0.9, 1.6, 0.6], [0.2, -0.7, -0.5], [0.0, -0.1, 0.4], [-0.2, -0.5, -0.7], [0.6, 0.5, 0.6], [0.1, -1.1, -0.5], [-0.2, 0.1, 0.1], [-0.9, 0.7, -0.4], [-0.9, -0.7, 0.4], [-0.7, 0.4, 0.4], [1.4, -1.9, -0.7], [-1.0, 0.9, 0.2], [0.5, -1.6, -0.1], [-0.8, -0.6, 0.6], [0.4, -0.2, -0.1], [-0.1, -0.5, 0.1], [-0.3, 0.0, 0.3], [-0.3, -0.2, 0.1], [-0.1, 0.1, 0.1], [-0.1, 0.0, 0.4], [-0.4, 0.0, 0.0], [-0.1, 0.0, 0.1], [0.0, -0.1, 0.0], [0.2, 0.5, 0.4], [0.4, 0.2, 0.0], [-0.6, 0.3, 0.3], [-0.3, -0.4, -0.2], [-0.2, -0.1, -0.1], [0.0, 0.1, 0.0], [0.1, 0.1, 0.0], [0.9, 0.3, 0.3], [-0.3, 0.4, 0.1], [0.4, 0.1, 0.3], [0.6, 0.3, -0.1], [0.4, 1.1, -0.4], [0.1, -0.2, 0.1], [-0.3, 0.5, 0.2], [0.4, 0.7, -0.4], [-0.3, 0.5, 0.2]],
  "mulliken_charge": [0.95, -0.99, 0.84, -1.19, -1.14, 1.10, -0.62, -0.91, -0.78, 0.82, 0.12, -0.63, 0.21, 0.66, 0.18, -0.19, 0.56, 0.44, 0.42, 0.45, 0.60, -0.12, 0.26, -0.23, -1.01, 0.04, -0.62, 0.38, -0.22, 0.03, 0.22, 0.33, 0.39, 0.24, 0.31, 0.26, 0.09, 0.14, -0.28, -0.53, -0.03, 0.21, 1.29, -0.86, -1.41, -0.08, 1.00, -0.48, 0.04, 0.03, 0.34, 0.27, 0.46, 0.10, -0.13, 0.05, -0.40, -0.64, -0.60, -0.45, 0.33, 0.31, 0.40, 0.41, 0.35, 0.47, 0.03, -1.59, 0.16, 0.06, -0.41, -0.77, -0.48, -0.62, 0.26, 0.39, -0.29, -0.63, -0.55, -0.62, -0.41, 0.97, 0.57, -1.15, -0.66, -1.02, -0.42, -0.24, 1.08, -0.53, -0.72, -0.65, -1.03, -0.39, 0.47, -0.88, 0.52, 0.53, 0.38, 0.43, 0.42, 0.47, 0.28, 0.51, 0.35, 0.42, 0.40, 0.46, 0.56, 0.56, 0.41, 0.47, 0.14, 0.18, 0.56, 0.37, 0.51, 0.60],
  "e_above_lowest_kcal_mol": 0.00,
  "total_energy_ev": -246962.69977,
  "total_charge": 1,
  "largest_force_ev_per_a": 2.5
}